Formula: C50H66F3N11O3
Source: OMol25
Level of theory: wB97M-V/def2-TZVPD

```
133
Properties=species:S:1:pos:R:3:forces:R:3
H 0.8160 2.8821 3.2346 0.25 0.10 -0.47
N 1.4630 3.3879 2.6075 -0.33 -0.26 -3.19
C 1.1955 3.1321 1.3502 -1.02 -0.76 1.84
C -0.0026 2.1485 0.9906 0.54 0.66 0.49
C 0.3322 0.9916 -0.0578 -1.37 -0.44 -0.62
N 1.6734 0.8543 -0.6662 1.20 -0.77 0.20
C 2.2620 -0.5012 -0.5571 -0.25 0.60 0.18
O 3.1282 -1.0504 -1.2430 -2.62 2.12 2.18
C 1.4773 -1.0373 0.7695 1.83 -0.60 -2.41
O 1.8262 -2.4309 0.7691 -1.37 0.38 0.53
C 2.3151 -0.2807 1.9126 -0.19 -0.28 1.07
C 2.6308 -1.2350 3.1687 0.27 0.29 0.09
C 4.0716 -1.8945 3.1551 0.34 -0.92 1.06
F 4.3577 -2.2552 4.5143 -0.26 0.31 -2.79
F 5.1139 -1.0416 2.7641 -2.16 -1.83 0.50
F 4.1457 -3.1078 2.4339 0.08 2.91 1.36
C 0.0274 -0.5558 0.3517 -1.26 0.64 -1.29
C -0.5319 -1.0982 -1.0874 -0.53 -0.81 0.48
C -0.5960 -2.6986 -1.1797 -0.13 0.36 0.55
C -1.2438 -0.7961 1.2702 1.85 0.50 3.83
C -0.7368 -0.9693 2.8913 -2.87 -1.91 0.87
C -1.9325 -1.5447 3.9116 4.92 -2.54 -1.65
O -0.6635 -2.3873 3.3951 0.53 3.75 -1.58
H 1.7627 3.6123 0.4812 -0.60 -0.57 1.46
H -0.3883 1.7315 1.9925 0.61 0.51 -1.50
H -0.8552 2.7989 0.5755 1.23 -0.99 0.45
H -0.4099 1.2206 -0.9099 1.16 -0.43 1.15
H 2.3232 1.6440 -0.6410 -0.42 -0.46 -0.53
H 1.1672 -2.9781 1.2425 0.38 0.61 -0.18
H 3.3055 0.0823 1.4742 -1.36 -0.50 0.64
H 1.7825 0.6329 2.3410 0.68 -1.18 -0.85
H 2.5691 -0.6027 4.1274 0.37 -0.96 -1.41
H 1.8785 -2.0788 3.3101 1.04 1.10 -0.32
H -0.0345 -0.5916 -1.9733 -0.33 -0.91 1.12
H -1.6282 -0.7406 -1.1062 1.68 -0.32 0.04
H 0.3045 -3.1359 -1.7158 -1.31 0.52 0.53
H -1.5987 -2.9761 -1.6416 1.54 0.09 0.25
H -0.6101 -3.1448 -0.1191 0.02 0.63 -1.56
H -1.8097 -1.7605 1.0896 0.70 1.34 -0.13
H -1.9099 0.1319 1.3347 0.71 -1.42 -0.53
H 0.0085 -0.1539 3.3319 -1.67 -2.12 -0.78
H -1.5364 -1.6723 4.9643 -1.84 1.05 -0.82
H -2.6089 -2.3304 3.4541 -0.31 2.00 0.90
C 1.4799 -5.5805 -5.4504 -0.14 -0.21 0.06
C 2.4574 -4.5887 -5.1883 0.15 0.11 0.16
C 2.7076 -4.6069 -3.8383 0.04 0.06 0.02
N 1.9140 -5.5701 -3.2746 0.01 0.02 -0.07
C 1.1662 -6.1720 -4.2515 -0.21 0.13 -0.03
H 1.0541 -5.8341 -6.4100 0.02 0.03 0.08
H 2.9263 -3.9345 -5.9078 -0.04 -0.06 0.08
H 3.3790 -4.0186 -3.2314 -0.07 -0.02 -0.07
H 1.8855 -5.8002 -2.2950 0.04 0.05 -0.15
H 0.4762 -6.9661 -4.0091 0.00 0.10 -0.04
C 2.9011 4.8104 4.9811 -0.35 -0.06 0.08
C 4.2992 4.8579 5.2124 0.19 0.07 0.20
C 4.4984 5.5486 6.3829 0.09 0.02 -0.01
N 3.2734 5.9242 6.8652 0.00 -0.04 0.02
C 2.2935 5.4738 6.0198 0.02 -0.01 0.01
H 2.3954 4.3406 4.1463 0.28 0.27 0.26
H 5.0739 4.4330 4.5915 -0.06 0.03 0.07
H 5.4035 5.8054 6.9118 -0.07 -0.03 -0.07
H 3.1171 6.4488 7.7097 0.04 -0.09 -0.13
H 1.2520 5.6651 6.2292 0.08 -0.01 -0.04
C -6.3366 1.2080 4.2312 -0.01 -0.09 0.24
C -5.9836 1.1272 2.8611 0.12 -0.09 -0.20
C -5.3981 -0.0987 2.6610 0.10 -0.01 -0.06
N -5.3805 -0.7591 3.8606 -0.07 0.09 -0.03
C -5.9555 0.0285 4.8219 0.02 0.02 0.06
H -6.8173 2.0365 4.7293 0.03 -0.09 -0.04
H -6.1413 1.8820 2.1050 -0.01 -0.08 0.05
H -4.9925 -0.5565 1.7716 -0.05 0.06 0.05
H -5.0043 -1.6799 4.0118 -0.09 0.15 -0.01
H -6.0422 -0.3169 5.8406 -0.01 0.06 -0.08
C 5.0833 -0.5302 7.9106 -0.08 -0.12 -0.18
C 5.0149 0.6294 8.7235 -0.09 0.21 0.05
C 4.2254 1.5425 8.0690 -0.01 0.11 0.03
N 3.8183 0.9791 6.8894 0.02 -0.11 0.14
C 4.3325 -0.2874 6.7868 -0.07 -0.02 -0.12
H 5.6213 -1.4415 8.1248 -0.05 0.07 -0.04
H 5.4905 0.7788 9.6814 -0.05 0.00 -0.08
H 3.9202 2.5419 8.3391 0.06 -0.07 -0.04
H 3.2319 1.4263 6.2045 0.14 0.04 0.12
H 4.1218 -0.9041 5.9242 0.12 0.24 0.39
C -3.6078 6.6642 -0.5634 0.17 0.21 0.07
C -4.3553 5.4730 -0.3905 -0.08 -0.21 0.12
C -3.8850 4.8553 0.7422 0.00 -0.10 0.01
N -2.8774 5.6277 1.2574 -0.03 -0.01 -0.05
C -2.7060 6.7352 0.4699 0.07 0.03 -0.04
H -3.7183 7.3896 -1.3555 0.02 -0.09 0.05
H -5.1498 5.1084 -1.0245 0.09 0.02 0.03
H -4.1782 3.9350 1.2244 0.00 0.07 -0.05
H -2.3466 5.4150 2.0857 -0.11 0.06 -0.11
H -1.9583 7.4750 0.7114 -0.08 -0.04 -0.04
C -5.1043 7.2526 -4.9369 0.04 0.21 0.13
C -5.7430 6.0039 -5.1382 -0.15 -0.19 0.06
C -6.5688 5.7884 -4.0626 0.00 -0.07 0.02
N -6.4488 6.8587 -3.2168 0.02 0.01 -0.08
C -5.5617 7.7585 -3.7452 0.05 0.03 0.04
H -4.3901 7.7289 -5.5918 -0.07 -0.03 0.06
H -5.6134 5.3371 -5.9775 -0.02 0.06 0.08
H -7.2286 4.9678 -3.8260 0.07 0.06 -0.05
H -6.9371 6.9675 -2.3433 0.08 0.00 -0.14
H -5.3325 8.6777 -3.2280 -0.01 -0.07 -0.07
C 3.4012 -11.2993 -4.3357 -0.05 -0.15 -0.19
C 3.3247 -10.1524 -3.5065 -0.10 0.18 0.03
C 2.5335 -9.2333 -4.1511 0.05 0.03 0.12
N 2.1338 -9.7810 -5.3401 0.00 -0.06 0.10
C 2.6537 -11.0423 -5.4586 0.02 -0.04 -0.05
H 3.9421 -12.2115 -4.1329 -0.05 0.07 -0.03
H 3.7956 -10.0149 -2.5445 -0.04 0.00 -0.09
H 2.2223 -8.2397 -3.8683 0.20 -0.22 -0.08
H 1.5479 -9.3270 -6.0212 0.11 -0.04 0.11
H 2.4487 -11.6454 -6.3296 0.05 0.03 0.09
C 1.5735 3.9458 -3.9163 -0.22 0.03 0.10
C 2.9715 3.9998 -3.6888 0.18 0.04 0.14
C 3.1703 4.6985 -2.5237 0.13 -0.02 0.01
N 1.9434 5.0727 -2.0416 -0.02 -0.12 0.08
C 0.9642 4.6128 -2.8823 -0.13 -0.02 -0.03
H 1.0692 3.4705 -4.7442 0.04 0.04 0.08
H 3.7462 3.5738 -4.3086 -0.06 0.04 0.07
H 4.0754 4.9622 -1.9981 -0.06 -0.01 -0.08
H 1.7860 5.6024 -1.2001 0.02 0.00 -0.18
H -0.0781 4.8009 -2.6730 0.07 0.01 -0.06
C -1.8632 -5.4946 -7.6066 0.13 -0.07 0.21
C -3.0989 -5.1316 -8.1984 -0.24 0.05 0.00
C -4.0433 -5.1245 -7.2020 -0.07 0.00 -0.04
N -3.4244 -5.4744 -6.0315 0.05 0.03 -0.09
C -2.0942 -5.6965 -6.2682 0.03 -0.09 0.04
H -0.9105 -5.5956 -8.1048 -0.08 0.03 0.05
H -3.2770 -4.9004 -9.2379 0.00 -0.01 0.10
H -5.0992 -4.9027 -7.2247 0.10 -0.02 -0.03
H -3.8767 -5.5549 -5.1364 0.08 0.02 -0.15
H -1.4295 -5.9794 -5.4668 -0.02 0.08 -0.09
```
Forces are in eV/Å.

Its SMILES is [H]/N=C\C[C@H]1NC(=O)[C@@](O)(CCC(F)(F)F)[C@@]1(CC)C[C@H]1CO1.c1cc[nH]c1.c1cc[nH]c1.c1cc[nH]c1.c1cc[nH]c1.c1cc[nH]c1.c1cc[nH]c1.c1cc[nH]c1.c1cc[nH]c1.c1cc[nH]c1. The calculation puts the calculated total energy at -3072.15127 hartree. The HOMO energy is -7.990 eV. Its net charge is 0. The LUMO energy is -0.07 eV.


Formula: C2H4NP
Source: OMol25
Level of theory: wB97M-V/def2-TZVPD

```
8
Properties=species:S:1:pos:R:3:forces:R:3
C -0.6501 -0.7833 -0.6657 3.31 1.36 2.19
P -0.4211 -0.0822 1.0733 0.61 0.44 -0.59
C 1.0443 1.0336 0.8939 -1.14 -1.63 0.12
N 0.0098 1.6859 0.6927 0.13 0.35 -0.05
H 0.2723 -0.7750 -1.2260 0.03 0.51 -0.48
H -1.4748 -0.3965 -1.0939 -2.44 2.07 -1.84
H -0.9000 -1.7576 -0.5933 -0.65 -3.61 0.74
H 2.1196 1.0752 0.9190 0.15 0.51 -0.09
```
Forces are in eV/Å.

Its SMILES is CP1=CN=1. The calculation puts the calculated total energy at -474.63460 hartree. The HOMO energy is -9.031 eV. Its net charge is 0. The LUMO energy is 1.11 eV.


Formula: C40H41N7OsP
Source: OMol25
Level of theory: wB97M-V/def2-TZVPD

```
90
Properties=species:S:1:pos:R:3:forces:R:3
Os 0.2740 0.1640 -0.0176 1.15 -2.20 -0.15
C -1.7234 -2.0103 -5.2445 0.02 -0.02 0.02
C -0.5042 -2.6665 -5.1953 0.04 0.02 -0.11
C 0.4069 -2.3870 -4.1884 -0.05 0.01 0.11
C 0.0629 -1.4725 -3.1983 0.05 -0.14 0.54
C -1.1659 -0.8162 -3.2445 0.06 -0.02 0.13
C -2.0528 -1.0767 -4.2724 0.02 0.14 0.06
P 1.2536 -0.8777 -1.9524 -0.14 0.40 -1.20
C 2.6589 -2.0239 -1.9140 -0.24 0.21 0.53
C 3.9302 -1.4580 -1.7785 -0.11 0.02 0.04
C 5.0544 -2.2631 -1.7951 0.11 -0.05 0.02
C 4.9181 -3.6344 -1.9688 -0.05 0.04 0.12
C 3.6551 -4.2023 -2.0728 0.06 -0.09 -0.02
C 2.5214 -3.4090 -2.0198 -0.04 0.08 0.03
C 1.8469 0.5421 -2.9168 -0.17 0.41 0.58
C 2.5786 0.4595 -4.0874 -0.07 0.12 0.27
C 2.8072 1.6105 -4.8429 -0.06 0.08 0.02
C 2.2666 2.8136 -4.4472 -0.03 -0.02 0.04
C 1.4713 2.9154 -3.2848 0.15 -0.56 -0.01
C 0.8323 4.1117 -2.9055 -0.05 -0.19 0.06
C -0.0322 4.1177 -1.8365 -0.19 -0.04 0.19
C -0.2346 2.9702 -1.0671 -0.51 0.70 0.39
C 0.4550 1.7899 -1.3145 0.13 -2.37 0.96
C 1.2664 1.7538 -2.4882 0.87 -0.31 -0.81
H -2.4158 -2.2174 -6.0452 -0.06 -0.04 -0.07
H -0.2480 -3.3851 -5.9584 0.02 -0.07 -0.07
H 1.3727 -2.8707 -4.1873 -0.01 -0.04 -0.05
H -1.4038 -0.0895 -2.4694 -0.13 -0.02 -0.19
H -2.9862 -0.5387 -4.3272 -0.14 0.00 0.01
H 4.0279 -0.3818 -1.6923 0.12 0.00 -0.05
H 6.0346 -1.8230 -1.6848 0.06 0.02 -0.05
H 5.7935 -4.2664 -2.0027 0.05 -0.01 -0.04
H 3.5628 -5.2703 -2.2079 -0.05 -0.05 0.03
H 1.5394 -3.8605 -2.0803 0.04 -0.01 -0.10
H 2.9741 -0.4889 -4.4215 0.04 -0.09 -0.03
H 3.3904 1.5456 -5.7497 0.03 0.04 -0.03
H 2.4338 3.6931 -5.0498 0.00 0.15 -0.04
H 0.9960 5.0065 -3.4828 0.02 0.19 -0.11
H -0.5641 5.0183 -1.5788 -0.11 0.12 0.01
H -0.9630 3.0275 -0.2703 0.10 0.03 0.08
N 2.5712 -0.1360 1.0942 -1.40 0.22 -1.13
C 2.7197 -0.0670 2.5573 -0.32 -0.15 0.64
C 1.9358 -1.1590 3.2878 -0.23 0.40 -0.03
C 0.4552 -0.8464 3.5020 0.45 -0.05 0.17
N -0.3389 -1.0146 2.2753 0.20 0.02 -0.53
H 2.9569 -1.0268 0.7755 -0.13 0.15 -0.24
H 3.1454 0.6010 0.6827 -0.17 -0.17 -0.18
H 2.3909 0.9204 2.8937 0.08 -0.07 -0.04
H 3.7807 -0.1684 2.8192 -0.12 0.07 -0.23
H 2.3807 -1.2776 4.2756 0.08 -0.11 -0.04
H 2.0430 -2.1104 2.7608 0.09 -0.12 0.07
H 0.3610 0.1859 3.8460 -0.07 -0.06 0.05
H 0.0695 -1.4971 4.2983 -0.03 0.18 -0.16
H -1.2886 -0.6971 2.4702 0.07 -0.03 -0.26
H -0.4144 -2.0136 2.0965 -0.06 0.12 -0.06
N -1.6048 -7.1587 -0.0558 0.52 -0.20 0.18
C -2.1317 -8.2580 -0.6827 -0.73 -0.06 -0.47
C -1.9393 -9.6196 -0.5262 -0.11 -0.70 -0.25
C -2.5900 -10.4562 -1.4320 0.47 0.41 0.88
C -3.4751 -9.9594 -2.3903 -0.24 0.63 -0.40
C -3.7211 -8.6057 -2.5184 0.22 -0.16 0.14
C -3.0414 -7.7384 -1.6481 0.53 -1.00 0.46
N -3.0547 -6.3933 -1.5604 0.13 1.44 -0.07
C -2.1692 -6.0644 -0.6401 -0.72 -0.24 -0.35
C -1.7525 -4.7018 -0.4245 0.01 -0.11 -0.23
C -2.6221 -3.6438 -0.7052 0.32 0.24 0.11
C -2.1583 -2.3455 -0.6066 -0.80 0.17 -0.29
N -0.9004 -2.0510 -0.2794 1.24 1.60 0.27
C -0.0714 -3.0631 -0.0056 0.54 -0.40 0.20
C -0.4407 -4.3879 -0.0522 -0.17 0.42 0.17
H -0.9623 -7.1721 0.7203 -0.10 -0.05 -0.07
H -1.3329 -10.0230 0.2711 0.20 -0.07 -0.08
H -2.4076 -11.5180 -1.3857 -0.06 -0.11 0.10
H -3.9724 -10.6513 -3.0507 -0.03 -0.07 -0.09
H -4.3713 -8.2101 -3.2828 -0.15 0.00 0.02
H -3.6390 -3.8606 -0.9919 -0.10 0.09 -0.04
H -2.8181 -1.5094 -0.7953 -0.03 -0.02 -0.06
H 0.9446 -2.7925 0.2576 0.00 -0.06 -0.02
H 0.2875 -5.1570 0.1604 0.07 0.01 -0.01
C 0.8785 4.3533 2.9031 0.39 0.81 -0.16
N 0.1545 3.1323 3.2211 -0.02 0.15 0.01
C -0.3572 3.0066 4.5747 -0.18 -0.15 0.85
C -0.0340 2.2649 2.3010 -0.17 -0.57 -0.68
N -0.1766 1.5210 1.4121 -0.32 1.43 1.12
H 0.2055 5.2152 2.9160 0.01 -0.15 0.00
H 1.3429 4.2760 1.9210 -0.04 -0.02 0.04
H 1.6567 4.5128 3.6519 -0.04 -0.06 -0.06
H -0.8832 3.9223 4.8527 -0.01 -0.09 -0.14
H 0.4761 2.8713 5.2694 -0.08 -0.01 -0.07
H -1.0434 2.1657 4.6647 0.04 0.06 -0.09
```
Forces are in eV/Å.

The calculation puts the calculated total energy at -2363.22179 hartree. The HOMO energy (alpha / beta) is -13.962 / -13.962 eV. Its net charge is +3. The LUMO energy (alpha / beta) is -10.82 / -10.83 eV.